Density functional theory data (ωB97M-V/def2-TZVPD) for a molecular structure, C38H37ClINO7Tm at a distorted geometry.

Its expectation value of S² is 2.0207. Its energy above the lowest of the compared OMol25 structures with the same formula, charge and spin is 0.0 kJ/mol. The electronic energy is -105950.246 eV. Its orbital gap (spin up / spin down) is 3.07 / 3.11 eV.

```
! wB97M-V def2-TZVPD RIJCOSX def2/J DEFGRID3
* xyz 3 3
C -4.6519 -0.3494 -2.0453
H -2.4433 -5.1691 3.9105
H -6.3318 -0.6940 -0.7867
C -2.8861 0.0900 -0.5473
H -2.2458 4.1496 -4.4484
C 0.8753 -0.6505 -1.0629
C 2.3832 -3.3358 1.1658
H -0.6409 3.5078 -4.1079
H 2.0601 -5.0462 5.6993
C 0.0737 -4.2418 5.9951
Cl 3.2341 -4.8969 3.1939
H 0.6070 2.7821 0.7786
C 2.5549 1.6428 -4.4333
C -2.7196 -4.2448 5.8519
C 3.3625 3.2425 -6.0766
C 1.3722 0.5811 -1.5338
C -0.9093 1.4389 -1.3464
C 4.1055 3.4170 -3.8004
H 2.0389 1.6338 -6.5399
H -0.9327 5.9597 1.0309
H 4.6794 3.9311 -3.0228
H -3.2696 2.6639 -2.9491
C 2.8738 0.6478 -1.8375
Tm 4.7769 3.5364 -8.4416
C 2.5954 2.1139 -5.7281
C 0.2578 -5.3731 3.6497
H -2.7312 -3.3312 7.8272
O 3.3776 1.9588 -2.1514
C 1.9566 -4.1655 2.2277
H -2.0877 -3.3302 2.6070
O -4.3044 -1.2793 -2.7215
H -0.2815 4.3395 -1.1405
H -1.8082 1.6694 -3.4199
O -1.8053 2.4694 -1.5013
H 3.3834 3.6604 -7.0997
C 0.0675 -2.9435 0.6322
H 1.3850 4.7311 -1.4934
H -0.7807 4.8893 2.5045
C 1.4287 -2.7356 0.3495
C 1.5641 -4.2132 6.2096
C -2.1750 2.5720 -2.9146
C -1.5875 3.8177 -3.6290
H -0.3120 -6.2196 3.2225
H 1.5775 4.8195 2.0768
H 1.2982 5.7193 0.5096
H -1.3878 4.6652 -2.9606
C -0.7339 -3.7171 7.0751
C 3.3281 2.2853 -3.4319
H -1.0884 4.2213 0.8998
C -1.9411 -4.7643 4.7933
H -2.2765 -4.0268 1.0851
H 1.9688 -3.2204 5.9498
N -1.7247 -3.9966 1.9354
C -0.3422 -3.7679 1.6787
H -6.2121 0.9951 -1.4522
I 4.4665 -3.0170 0.8433
C -6.1238 -0.0808 -1.6739
C -0.9114 -2.2405 -0.3003
H 3.1451 -0.1149 -2.5859
H 4.7120 4.7972 -5.3335
C 1.0001 4.8683 1.1443
H 1.9414 0.7733 -4.1978
C -0.5401 5.0159 1.4414
C -0.4758 -0.8431 -0.7618
C 1.7764 -1.8518 -0.8559
H -3.8131 -4.2486 5.8156
H 2.2822 3.3484 0.3181
H 3.4018 0.3345 -0.9206
H 1.1529 -5.8230 4.0960
C -2.0867 -3.7054 7.0311
H -0.2624 -3.3367 7.9868
C -0.5687 -4.7871 4.7942
C 1.1995 3.5642 0.2815
C -1.4016 0.2098 -0.8879
O 2.6927 -2.1451 -1.5926
C 0.7330 3.9109 -1.1385
C 0.5996 -4.4119 2.5061
H -3.0485 0.7230 0.3487
O 0.8735 2.8489 -2.1125
C 4.1303 3.9022 -5.0770
H 1.7294 -4.3694 7.2919
H -6.7694 -0.2991 -2.5315
C 0.4615 1.6249 -1.6538
O -1.9384 -2.7606 -0.6785
O -3.7471 0.6008 -1.5677
H -3.1861 -0.9260 -0.2648
*
```

These are the Mulliken partial charges, in e, on atoms 1 to 8: number 1, C, carries 0.622; number 2, H, carries 0.594; number 3, H, carries 0.257; number 4, C, carries -1.085; number 5, H, carries 0.436; number 6, C, carries 0.813; number 7, C, carries -1.515; number 8, H, carries 0.083